1.
# C27H23Br2CoFN3O4Te

A structure of composition C27H23Br2CoFN3O4Te (ωB97M-V/def2-TZVPD, the Open Molecules 2025 dataset).

Calculated values
energy above the lowest of the compared OMol25 structures with the same formula, charge and spin = 294.6 kJ/mol
orbital gap (alpha / beta) = 0.18042 / 0.19767 Ha
multiplicity = 2
net charge = -1
highest occupied orbital energy (alpha / beta) = -2.54 / -3.01 eV

Cartesian coordinates (Å):
C 2.273972 -1.914978 0.986217
C -3.318352 5.941284 0.777384
N 1.805228 -1.831670 2.295705
C 1.079936 -0.746478 2.663458
O -1.119263 1.809093 1.727649
C 0.694992 0.261017 1.843910
C -0.717890 0.802041 -4.770315
C -0.763377 -2.237143 -1.859933
H 3.995945 -3.930842 -1.130664
Co -1.376916 1.567218 -0.213373
C 1.959635 -0.889169 0.084872
C -1.313212 2.308041 -2.992973
H -0.475089 0.606554 -5.806316
C -1.000290 2.068725 -4.344038
H -4.230938 5.452757 0.432199
C -0.735840 -0.269735 -3.853871
H -0.193565 -3.597700 -3.408998
C -0.204891 1.313105 2.467308
C -0.443464 -2.571726 -3.174803
C 2.162491 -2.863253 3.286144
H 3.387756 -5.087319 0.946964
H -0.722138 4.116540 -2.019109
Br -0.695371 -3.592894 -0.530171
C 3.438514 -3.078329 -0.762536
N -2.721708 3.641719 -1.536382
C 3.028564 -3.020738 0.551283
O -0.030266 1.589846 3.655792
H 0.144392 -3.052110 4.042032
N -1.341227 1.317599 -2.128879
Br 0.017937 -2.128182 -5.933593
H -2.851882 6.471341 -0.053235
H -4.226302 4.113352 2.867355
H 3.147922 -2.608316 3.698142
H 4.316966 -3.994493 1.960011
H -2.930641 3.082438 3.565873
H -1.897729 4.321502 -3.342234
C 3.116614 -2.052037 -1.639419
C -1.627655 3.695892 -2.484828
H 1.192067 -2.085205 5.090990
C 2.388223 -0.968455 -1.245885
H 2.527094 -4.970557 3.326156
C -1.082996 -0.934011 -1.448300
H 0.772229 -0.685092 3.694987
C -0.430995 -1.617857 -4.157779
C -2.591025 3.007384 -0.314428
Te -1.983653 4.395304 1.429362
O -1.337384 -0.577861 -0.260782
C 2.276701 -4.210045 2.584604
C -1.061763 0.045494 -2.518441
H -3.548962 6.649113 1.570277
H 1.393301 -3.829198 5.026672
C -3.410040 3.423764 2.653152
H 2.109046 -0.179771 -1.931363
H -0.987204 2.899681 -5.037553
H 1.304215 -4.467355 2.154567
C 3.335004 -4.147366 1.498660
F 3.533583 -2.159087 -2.921880
C 1.159354 -2.947964 4.428737
H -3.744509 2.590345 2.034349
H -3.398658 4.385757 -1.628765
O 0.834043 1.117464 -0.366468
C 1.119465 0.252590 0.472505

Atoms 1-3, force components in eV/Å:
-0.0560 0.0759 0.0090
-0.0284 -0.0694 0.0190
-0.0229 0.0502 0.0010

These are the natural (NBO) partial charges, in e, on atoms 1 to 6:
1 C 0.239
2 C -0.942
3 N -0.383
4 C 0.119
5 O -0.786
6 C -0.311

***

2.
# C27H23BrCl2N4O2Pb

A structure of composition C27H23BrCl2N4O2Pb at a distorted geometry (ωB97M-V/def2-TZVPD, the Open Molecules 2025 dataset).

Calculated values
energy above the lowest of the compared OMol25 structures with the same formula, charge and spin = 158.7 kJ/mol
orbital gap (alpha / beta) = 0.15269 / 0.22086 Ha
net charge = +2
highest occupied orbital energy (alpha / beta) = -13.21 / -13.31 eV

Cartesian coordinates (Å):
C 16.175544 12.278087 12.549036
C 15.367014 12.410008 9.878247
Cl 9.957395 20.467199 7.588118
C 12.094560 18.831589 7.722398
C 12.899510 9.785160 6.936747
H 18.026271 14.171143 4.621610
Br 5.222045 9.283820 7.838059
H 12.730763 19.687931 7.542370
H 8.728413 15.694498 8.780895
C 15.594159 13.292453 7.609063
C 17.295698 13.970202 5.444726
C 8.081686 10.606357 10.536123
Pb 12.349072 13.126464 8.568678
H 9.108206 12.366594 8.030853
Cl 14.508240 17.645113 7.851922
C 9.761169 15.463815 8.571245
H 14.413560 12.293066 6.229312
N 14.865275 12.831431 8.629124
O 10.020131 14.219844 8.371217
H 8.961280 17.925552 8.712284
H 16.712626 14.784258 8.662943
O 12.827483 15.457727 8.647125
C 17.129484 12.195867 11.533661
H 7.464544 11.015276 6.764148
H 15.475216 8.818051 7.044182
C 14.615619 8.147969 7.355216
C 9.989787 17.839287 8.406711
H 13.381129 11.733339 10.705648
C 10.650182 16.573366 8.403417
H 17.501717 12.394666 9.414502
C 12.795163 7.654092 5.684008
C 6.736363 10.082195 8.627161
H 14.848610 7.090902 6.977231
H 18.243948 12.083786 11.788986
C 16.760421 12.261611 10.202606
H 16.463161 12.449525 13.545044
C 12.101603 16.495828 8.347169
C 14.452366 12.056252 10.919608
C 16.147826 13.151688 5.233919
H 13.540873 7.193025 5.015719
C 8.540260 11.593390 8.539794
C 10.716000 18.974905 7.930069
H 6.599862 9.089015 10.627227
N 13.378171 8.575131 6.671448
H 12.086752 8.142022 4.946949
H 18.287087 15.305800 6.713483
H 14.487277 8.174125 8.463233
C 14.843886 12.077600 12.225673
C 16.635540 14.305034 7.692954
H 16.006440 12.776205 4.201262
N 12.459912 10.881122 7.109416
H 8.390880 10.525705 11.577107
C 12.835349 17.740038 8.029917
H 14.117727 12.052460 12.989913
N 8.791935 11.493237 9.844666
C 7.573034 10.878626 7.845308
C 15.322101 12.871438 6.287078
H 12.249757 6.839179 6.195507
C 7.087177 9.854192 9.973866
C 17.455228 14.631092 6.628896

Atoms 1-3, force components in eV/Å:
0.2307 -0.4159 -1.1204
0.1990 0.0904 -1.1217
0.2545 -0.7733 0.3183

These are the natural (NBO) partial charges, in e, on atoms 1 to 6:
1 C -0.134
2 C 0.136
3 Cl 0.198
4 C -0.250
5 C 0.598
6 H 0.241

***

3.
# C27H23ClNO4PSZr

A structure of composition C27H23ClNO4PSZr (ωB97M-V/def2-TZVPD, the Open Molecules 2025 dataset).

Calculated values
energy above the lowest of the compared OMol25 structures with the same formula, charge and spin = 30.7 kJ/mol
orbital gap = 0.27267 Ha
net charge = +2
highest occupied orbital energy = -14.77 eV

Cartesian coordinates (Å):
O 2.250211 -2.105397 -0.341651
P -1.797038 -2.173988 1.361460
C -0.454024 0.114625 -1.758707
C -1.676520 -1.569312 3.049601
C 4.964362 -3.295471 -4.226017
C 3.634194 -2.075105 -2.670480
C -3.784617 -4.120539 1.443103
H 0.568375 -3.131890 2.999660
H 0.302549 0.492707 4.906009
C -2.512047 -1.363255 5.301961
C 0.522667 -4.980574 -0.409658
C 4.682885 -1.185609 -2.419713
C -5.546950 -2.523418 -0.018197
C -0.498226 -3.427409 1.146905
H -6.235485 -1.913941 -0.586815
C 7.332678 -2.596097 -4.720506
H -6.928346 -4.144638 0.206817
C -1.463225 -0.514567 5.619865
H -3.249707 -1.614457 6.051184
C 3.760467 -3.131770 -3.569524
H -1.377583 -0.098957 6.614408
C 1.573242 -4.524069 1.710884
C -4.272741 -2.056637 0.259021
H 0.500585 -5.504130 -1.355281
H -3.096240 -4.740230 2.006161
C 5.872280 -1.373077 -3.086029
H 2.928218 -3.798115 -3.751937
C -5.934434 -3.779603 0.428562
H -5.367755 -5.557975 1.493494
N 1.622598 -0.374470 -1.701919
O -1.045548 -1.021502 -1.833774
Cl 0.582315 -0.223519 2.213242
H 1.050668 1.363226 -2.771564
S 2.155926 -1.866363 -1.849678
H 7.476331 -1.775743 -5.426238
C -5.057524 -4.579246 1.154388
C 6.033060 -2.427217 -3.997552
H -3.957987 -1.082555 -0.095733
H 7.367298 -3.531193 -5.274457
H -3.443591 -2.543243 3.769199
C -3.396101 -2.855005 0.997483
O 1.098300 -2.747333 -2.342733
C 0.563885 -3.627470 2.036796
H 2.378633 -4.701582 2.410882
O -0.428111 0.640309 -0.609331
Zr 0.225633 -1.372199 -0.160694
H 2.333255 -5.912637 0.268040
C 1.547295 -5.206722 0.500026
H 0.616704 -0.164003 -3.630869
C 0.747391 0.326964 -2.669091
H -1.318003 -3.938290 -0.796464
C -0.491199 -4.079227 -0.102956
H 8.167028 -2.571526 -4.019508
C -0.512377 -0.176293 4.665159
H 4.559760 -0.369020 -1.719668
C -2.619460 -1.888812 4.023024
H 5.077326 -4.108268 -4.931043
C -0.647868 -0.706510 3.400506
H 6.698522 -0.697305 -2.907809

Atoms 1-3, force components in eV/Å:
0.1625 -0.2744 -0.0884
0.0301 0.2967 0.1895
-0.2776 0.0847 -0.5470

These are the natural (NBO) partial charges, in e, on atoms 1 to 6:
1 O -0.974
2 P 0.912
3 C 0.734
4 C -0.448
5 C -0.216
6 C -0.464

***

4.
# C27H23IMgN9O3S3

A structure of composition C27H23IMgN9O3S3 (ωB97M-V/def2-TZVPD, the Open Molecules 2025 dataset).

Calculated values
orbital gap = 0.27469 Ha
net charge = +1
highest occupied orbital energy = -10.65 eV

Cartesian coordinates (Å):
C -6.042079 -4.087055 -3.800418
N 3.134129 2.460060 0.432095
C 3.916837 2.623521 -0.611187
H -4.187558 -0.251448 1.604797
H 2.661544 -1.376596 -3.628971
H -5.893285 -1.883193 -2.267057
O -4.894240 2.950210 -0.586471
N 0.350390 0.087334 2.439103
N 0.001474 -0.812184 -0.210529
Mg 1.453041 0.969837 0.824319
C 3.003425 -1.275830 -2.608663
S 2.154674 3.557190 5.091328
H 5.885770 3.266799 2.181619
H 1.276205 -2.377446 0.561937
C 3.483327 3.403796 4.010295
S 5.551157 3.003850 -0.237545
H 0.508614 0.368563 3.402946
N 2.743822 -0.234523 -0.475949
C -2.649581 -2.645860 -1.803425
H -0.828829 2.560265 3.362314
N -6.960777 -4.497687 -4.353542
C -4.879198 -3.586074 -3.112104
I 6.052407 -2.920610 -0.013941
H -3.618002 -5.177239 -3.812201
C -0.930924 1.714228 1.094443
C -3.673678 -4.278049 -3.214808
C 2.367471 -0.403507 -1.750901
H -1.608563 -4.324485 -2.665763
H -0.602351 3.135587 4.953206
C -3.270116 0.314428 1.500100
C -3.840973 -1.953646 -1.688712
C 4.470675 -1.853352 -0.819893
C 0.374082 -2.119236 0.029239
H 1.506728 0.157279 -2.090536
C 3.784234 -0.944227 -0.030661
H 4.464642 3.754368 4.280748
H 0.287844 -0.926938 2.426105
H 2.531011 2.681750 -2.080743
H 4.579796 -2.729124 -2.779290
C 3.061192 2.883628 2.839909
C -4.960236 -2.423024 -2.354127
C 3.837595 2.760146 1.603269
H -0.028028 2.291084 0.877593
C -2.075985 2.110205 0.441020
H -0.606625 -4.038808 -0.507985
N 3.501804 2.483068 -1.897564
C -2.120423 -0.048147 2.203320
C -1.124631 -0.882760 -0.902092
C -0.934367 0.607511 1.953471
O -3.650268 1.263781 -1.848427
H -3.920439 -1.051391 -1.103169
H -1.727384 -0.051794 -1.254143
C 4.070447 -2.025029 -2.134995
C -3.235346 1.357152 0.590738
C -2.551312 -3.803979 -2.562117
H 4.124155 2.789327 -2.627652
C 1.112076 2.900034 3.879059
S -4.484952 1.573047 -0.684416
O -5.473204 0.557063 -0.388906
N -1.487064 -2.171621 -1.107490
H 4.088238 -0.775492 0.996817
C 5.149973 3.019188 1.435630
C -0.536348 -2.965962 -0.515848
N -0.202280 2.694524 4.142158
H -2.134364 -0.901514 2.872023
H -2.069541 2.935783 -0.259378
N 1.714170 2.563226 2.762018

Atoms 1-3, force components in eV/Å:
0.0569 0.0275 0.0343
-0.1358 0.1261 0.1083
-0.0741 -0.0473 -0.0933

These are the natural (NBO) partial charges, in e, on atoms 1 to 6:
1 C 0.264
2 N -0.667
3 C 0.264
4 H 0.263
5 H 0.247
6 H 0.257